Below is C16H21IrN3O2S as an isolated structure at a distorted geometry, with properties calculated with the ωB97M-V functional and the def2-TZVPD basis.

Expectation value of S²: 8.781
M, g mol⁻¹: 511.65
HOMO level (spin up / spin down), eV: -20.83 / -23.56
Gap between HOMO and LUMO (spin up / spin down), Ha: 0.285 / 0.244
ΔE to the lowest compared entry with this formula, charge and spin, kcal per mole: 4.7
Spin multiplicity: 6
Charge: +4
Lowest unoccupied orbital energy (spin up / spin down), eV: -13.0698 / -16.9176

Structure (XYZ):
```
44
Properties=species:S:1:pos:R:3:forces:R:3:mulliken_spin:R:1
N 0.102 2.026 -0.176 0.432 1.514 0.660 0.11
C 0.401 3.151 -0.138 -0.999 -1.779 0.469 0.05
C 0.612 4.549 0.009 0.305 0.586 -0.101 0.00
H -0.371 5.041 -0.032 0.302 0.096 -0.006 0.00
H 1.254 4.881 -0.815 -0.084 0.304 0.194 0.00
H 1.102 4.724 0.976 -0.052 0.198 -0.212 0.00
N 2.275 -1.509 -0.744 8.431 -5.572 -1.254 0.14
C 3.179 -2.092 -1.171 1.157 -0.769 2.240 0.10
C 4.369 -2.851 -0.996 0.504 -0.051 -0.676 0.00
H 5.192 -2.546 -1.609 0.521 0.358 -0.611 0.01
H 4.222 -3.892 -1.198 -0.339 -0.942 -0.293 0.02
H 4.632 -2.741 0.036 0.243 0.088 0.823 0.00
N -1.845 -0.852 -0.137 -1.708 -1.622 0.697 0.09
C -2.733 -1.620 -0.125 1.681 2.256 0.618 0.07
C -3.919 -2.399 0.007 -0.278 -0.524 -0.068 0.00
H -3.742 -3.174 0.767 -0.250 0.064 -0.215 0.00
H -4.137 -2.854 -0.967 -0.249 -0.098 0.213 0.00
H -4.732 -1.724 0.314 0.069 -0.286 -0.105 0.00
Ir 0.842 -0.567 -0.369 -6.696 4.470 2.121 1.88
C 0.384 -1.798 1.085 -1.004 -3.063 3.538 0.19
O 0.445 -2.460 2.010 -0.023 1.216 -1.740 0.03
C 1.806 0.374 1.066 2.870 2.141 4.090 0.20
O 2.418 0.576 2.016 -1.460 -0.595 -2.465 0.03
C 1.022 0.987 -2.379 -0.395 1.812 -0.984 0.15
C -0.373 1.065 -2.221 -0.176 1.788 -0.717 0.31
C -1.128 -0.107 -2.216 -1.702 -0.496 -0.677 0.33
C -0.484 -1.346 -2.365 -2.025 -0.228 -0.838 0.12
C 0.851 -1.381 -2.518 -0.827 -1.922 -2.086 0.08
C 1.607 -0.219 -2.522 1.168 1.835 -1.892 0.07
H 1.592 1.905 -2.417 0.170 -0.083 0.011 0.01
H -0.903 2.011 -2.145 0.233 -0.248 -0.528 0.00
H -2.206 -0.007 -2.145 0.266 -0.142 -0.516 0.01
H -1.086 -2.239 -2.399 0.081 -0.243 0.010 0.01
H 1.303 -2.339 -2.631 0.149 -0.373 -0.438 0.00
H 2.667 -0.234 -2.627 0.473 -0.041 -0.426 0.00
C -0.751 0.517 4.091 0.644 -0.437 0.255 -0.03
S -0.832 0.841 2.339 -1.532 0.320 1.329 0.87
C -2.470 1.597 2.265 -0.184 0.205 -0.430 -0.01
H 0.144 -0.099 4.342 -0.581 0.447 -0.297 0.00
H -1.674 0.001 4.413 0.321 0.390 -0.029 0.03
H -0.637 1.508 4.572 -0.230 -0.307 0.064 0.05
H -3.223 0.968 2.777 0.500 0.220 -0.013 0.02
H -2.403 2.587 2.759 -0.034 -0.425 -0.044 0.04
H -2.774 1.739 1.218 0.307 -0.061 0.329 0.00
```
Forces are in eV/Å.

Below is C16H21KN4O7 as an isolated structure, with properties calculated with the ωB97M-V functional and the def2-TZVPD basis.

M, g mol⁻¹: 420.46
HOMO level, eV: -2.00
Gap between HOMO and LUMO, Ha: 0.241
ΔE to the lowest compared entry with this formula, charge and spin, kcal per mole: 0.0
Spin multiplicity: 1
Charge: -2
Lowest unoccupied orbital energy, eV: 4.5468

Structure (XYZ):
```
49
Properties=species:S:1:pos:R:3:forces:R:3:lowdin_charge:R:1
K -0.575 0.176 -0.032 -0.052 0.360 -0.276 0.85
O -3.093 -1.505 3.434 0.051 0.090 -0.057 -0.05
C -2.280 -1.361 2.497 -0.251 -0.084 0.443 -0.65
O -1.799 -0.276 2.077 -0.032 -0.280 0.004 -0.15
C -1.969 -2.681 1.739 -0.001 0.236 -0.026 -0.11
C -2.714 -2.685 0.386 -0.073 -0.343 -0.016 -0.26
C -2.970 -4.144 -0.047 0.061 0.084 0.012 -0.11
C -1.538 -4.584 -0.443 0.024 0.184 -0.100 -0.11
C -0.753 -3.264 -0.233 0.018 -0.620 0.164 -0.28
O -1.726 -2.274 -0.566 -0.128 0.143 -0.035 -0.11
C -0.530 -3.061 1.270 0.132 0.186 -0.116 -0.12
C 0.644 -2.099 1.607 0.119 -0.199 0.359 -0.69
O 1.211 -1.514 0.645 0.034 -0.045 0.025 -0.15
O 0.964 -2.069 2.809 -0.005 0.026 -0.052 -0.03
H -2.374 -3.458 2.385 -0.008 -0.052 -0.030 0.13
H -3.581 -2.030 0.331 0.021 0.063 0.021 0.16
H -3.642 -4.178 -0.907 -0.014 0.016 0.009 0.10
H -3.402 -4.738 0.759 -0.009 0.000 -0.002 0.10
H -1.493 -4.910 -1.485 -0.012 0.024 -0.004 0.10
H -1.143 -5.386 0.181 -0.015 -0.005 0.016 0.10
H 0.136 -3.144 -0.844 0.019 0.099 0.026 0.15
H -0.248 -3.996 1.758 0.000 -0.052 -0.062 0.14
N -0.922 2.561 2.711 -0.072 0.053 -0.183 0.00
C 0.125 2.370 3.708 0.022 -0.044 0.068 -0.31
C 1.050 1.235 3.310 0.043 0.079 -0.038 -0.30
N 1.797 1.537 2.079 -0.073 -0.066 0.080 0.01
H -1.624 3.209 3.046 0.015 0.036 -0.038 0.05
H -1.400 1.681 2.508 0.052 -0.108 0.229 0.03
H -0.268 2.133 4.710 -0.004 0.017 -0.006 0.10
H 0.702 3.300 3.787 -0.005 -0.002 0.025 0.09
H 0.457 0.320 3.227 0.039 -0.027 -0.003 0.08
H 1.770 1.080 4.121 -0.033 -0.047 0.025 0.10
H 2.023 0.650 1.635 0.014 0.037 -0.073 0.04
H 1.192 2.040 1.436 -0.006 -0.019 -0.021 0.02
O -1.675 1.461 -2.203 0.171 0.046 -0.243 -0.20
N -0.747 1.811 -2.969 -0.380 -0.050 -0.131 -0.09
N 0.327 2.226 -2.367 0.188 0.051 0.031 -0.29
O 0.471 2.296 -1.080 0.174 0.184 0.008 -0.23
C 1.411 2.596 -3.200 0.103 0.056 -0.117 -0.17
C 1.347 2.552 -4.595 -0.186 -0.047 -0.008 -0.04
C 2.445 2.925 -5.347 0.115 0.038 0.030 -0.12
C 3.621 3.344 -4.732 0.009 0.009 0.053 -0.14
C 3.681 3.383 -3.344 0.016 -0.002 -0.286 -0.10
C 2.586 3.013 -2.582 -0.017 -0.009 0.268 -0.02
H 0.430 2.219 -5.058 0.038 0.014 -0.044 0.09
H 2.398 2.887 -6.430 -0.071 -0.023 -0.001 0.09
H 4.480 3.630 -5.328 0.000 0.002 0.002 0.08
H 4.598 3.701 -2.862 -0.032 -0.010 0.088 0.09
H 2.601 3.020 -1.501 -0.002 0.005 -0.018 0.11
```
Forces are in eV/Å.

Below is C16H21MoN2O2PS2 as an isolated structure, with properties calculated with the ωB97M-V functional and the def2-TZVPD basis.

Expectation value of S²: 0.783
M, g mol⁻¹: 464.40
HOMO level (spin up / spin down), eV: -18.48 / -18.48
Gap between HOMO and LUMO (spin up / spin down), Ha: 0.273 / 0.228
Spin multiplicity: 2
Charge: +3
Lowest unoccupied orbital energy (spin up / spin down), eV: -11.0477 / -12.2751

Structure (XYZ):
```
45
Properties=species:S:1:pos:R:3:forces:R:3:mulliken_spin:R:1
Mo 1.027 -0.938 -0.889 0.477 -0.410 -0.038 -0.01
C -0.332 -3.388 -2.456 -0.029 0.008 -0.059 -0.02
N 0.804 -2.454 -2.479 -0.025 -0.006 -0.017 0.24
C 1.707 -2.526 -3.395 0.044 0.020 0.001 0.04
C 2.809 -1.625 -3.246 -0.065 -0.040 0.059 0.30
C 4.021 -1.448 -3.940 0.062 0.054 -0.047 -0.09
C 4.729 -0.520 -3.223 -0.050 -0.013 0.025 0.27
C 3.903 -0.143 -2.086 -0.010 0.024 -0.087 0.26
N 2.755 -0.796 -2.112 -0.090 -0.063 -0.017 -0.03
C -0.762 -3.536 -1.026 0.053 -0.175 0.141 0.01
C -1.145 -4.751 -0.498 0.095 0.015 -0.021 0.00
C -1.458 -4.853 0.858 -0.021 0.003 0.007 0.00
C -1.380 -3.753 1.711 0.006 0.036 0.013 0.00
C -1.035 -2.521 1.197 0.059 -0.126 0.030 0.00
C -0.709 -2.415 -0.168 0.085 0.468 -0.325 0.00
H -0.023 -4.343 -2.883 -0.060 -0.017 0.007 0.01
H -1.141 -2.992 -3.080 0.026 0.075 0.019 0.01
H 1.660 -3.250 -4.205 -0.004 0.011 -0.007 0.01
H 4.319 -1.953 -4.845 0.017 -0.016 0.011 0.00
H 5.716 -0.132 -3.425 -0.003 0.013 -0.011 0.00
H 4.145 0.569 -1.310 0.014 -0.015 0.010 0.01
H -1.197 -5.630 -1.127 0.017 -0.003 0.001 0.00
H -1.764 -5.812 1.256 0.018 -0.005 0.003 0.00
H -1.614 -3.864 2.761 -0.019 0.005 -0.005 0.00
H -1.032 -1.640 1.825 -0.026 0.006 -0.008 0.00
H -0.936 -1.414 -0.618 -0.629 -0.126 -0.016 0.00
C -0.793 6.704 1.657 -0.038 -0.070 0.076 0.00
C -0.228 5.587 0.833 0.117 0.069 -0.104 0.00
O -0.730 4.281 1.404 -0.051 -0.007 0.007 0.00
P -0.021 2.935 1.601 -0.058 0.191 0.181 0.00
S 1.960 -0.934 0.936 0.273 -0.057 0.388 0.00
S 0.083 0.894 -1.090 -0.157 0.090 -0.259 0.00
O -1.053 2.034 2.296 0.014 0.068 -0.026 0.00
C -2.420 2.391 2.826 -0.107 0.068 0.043 0.00
C -2.896 1.261 3.689 0.036 -0.034 -0.011 0.00
H -0.498 7.646 1.194 0.007 0.009 0.015 0.00
H -0.409 6.686 2.676 0.029 0.020 -0.012 0.00
H -1.880 6.660 1.681 0.001 0.028 -0.041 0.00
H 0.861 5.549 0.840 -0.004 -0.028 0.056 0.00
H -0.588 5.586 -0.193 -0.075 -0.029 0.033 0.00
H -3.043 2.564 1.951 0.037 -0.044 -0.030 0.00
H -2.303 3.325 3.370 0.048 -0.018 0.013 0.00
H -2.990 0.337 3.121 -0.014 0.006 -0.006 0.00
H -3.884 1.521 4.070 0.001 0.003 0.004 0.00
H -2.237 1.104 4.540 -0.002 0.012 0.003 0.00
```
Forces are in eV/Å.

Below is C16H21N3O in the gas phase, with properties calculated with the ωB97M-V functional and the def2-TZVPD basis.

M, g mol⁻¹: 271.36
HOMO level, eV: -8.24
Gap between HOMO and LUMO, Ha: 0.335
ΔE to the lowest compared entry with this formula, charge and spin, kcal per mole: 2.7
Spin multiplicity: 1
Lowest unoccupied orbital energy, eV: 0.8855
Structure (SMILES): CCCCOc1cc(C)nc(NCc2ccccc2)n1

Structure (XYZ):
```
41
Properties=species:S:1:pos:R:3:forces:R:3:lowdin_charge:R:1
C -4.628 -0.799 -0.474 0.225 0.107 0.020 -0.11
C -3.122 -0.646 -0.645 -0.174 -0.218 -0.112 -0.27
C -2.553 -1.710 -1.580 0.432 0.409 0.099 -0.18
C -1.034 -1.621 -1.724 -0.279 -0.690 0.197 -0.18
O -0.638 -0.429 -2.390 -0.005 0.318 -0.089 0.00
C -0.201 0.596 -1.649 0.329 0.568 0.163 -0.34
C 0.153 1.775 -2.312 -0.104 -0.216 0.051 0.04
C 0.621 2.815 -1.525 -0.098 -0.305 -0.066 -0.33
C 1.035 4.122 -2.122 -0.011 -0.031 0.014 -0.03
N 0.727 2.696 -0.206 0.192 0.317 0.285 0.16
C 0.360 1.534 0.331 -0.172 0.120 -0.561 -0.38
N 0.418 1.458 1.681 0.029 0.143 0.466 0.06
C 0.327 0.196 2.379 -0.015 -0.072 -0.049 -0.15
C 1.574 -0.641 2.218 -0.041 -0.087 0.009 -0.22
C 2.806 -0.138 2.617 -0.059 -0.066 -0.008 -0.04
C 3.960 -0.879 2.439 0.075 0.079 0.048 -0.09
C 3.896 -2.136 1.861 0.049 -0.084 -0.038 -0.09
C 2.672 -2.647 1.465 0.057 -0.106 -0.021 -0.08
C 1.519 -1.902 1.641 -0.031 0.066 0.080 -0.05
N -0.098 0.472 -0.335 -0.059 -0.254 -0.071 0.21
H -4.868 -1.773 -0.052 -0.088 -0.098 0.042 0.07
H -5.133 -0.708 -1.433 -0.115 -0.003 -0.085 0.07
H -5.016 -0.031 0.192 -0.126 0.038 0.052 0.07
H -2.632 -0.720 0.328 0.060 0.070 0.002 0.10
H -2.902 0.345 -1.047 0.060 0.037 0.066 0.11
H -2.797 -2.704 -1.198 -0.012 -0.077 -0.033 0.12
H -3.006 -1.606 -2.568 -0.051 -0.091 -0.049 0.12
H -0.669 -2.442 -2.350 0.009 0.127 0.093 0.13
H -0.550 -1.657 -0.745 -0.059 -0.131 -0.167 0.10
H 0.065 1.848 -3.381 -0.007 0.027 -0.150 0.12
H 1.347 4.800 -1.334 0.013 0.037 0.005 0.07
H 0.206 4.562 -2.673 -0.024 0.066 -0.071 0.08
H 1.860 3.971 -2.816 0.050 0.038 -0.074 0.08
H 0.932 2.209 2.113 -0.088 -0.009 -0.075 0.13
H 0.146 0.410 3.436 -0.046 -0.033 -0.121 0.13
H -0.532 -0.342 1.971 0.046 -0.013 0.187 0.10
H 2.864 0.842 3.070 0.021 0.118 0.040 0.11
H 4.912 -0.476 2.753 0.073 0.027 0.028 0.10
H 4.797 -2.715 1.720 0.067 -0.044 -0.013 0.10
H 2.615 -3.626 1.013 -0.002 -0.076 -0.039 0.10
H 0.565 -2.304 1.330 -0.118 -0.008 -0.054 0.10
```
Forces are in eV/Å.